{"formula": "C38H47BHgN8PSSi2", "method": "the ωB97M-V functional and the def2-TZVPD basis", "elements": ["C", "H", "H", "H", "H", "C", "H", "H", "C", "C", "H", "H", "H", "S", "H", "C", "H", "H", "C", "C", "B", "H", "C", "H", "C", "H", "C", "N", "C", "C", "C", "H", "H", "H", "H", "H", "H", "C", "N", "H", "N", "H", "C", "H", "H", "H", "N", "Si", "H", "H", "C", "H", "N", "H", "C", "C", "C", "Hg", "P", "C", "H", "C", "C", "H", "C", "H", "C", "H", "H", "H", "H", "C", "N", "C", "H", "C", "H", "C", "N", "N", "H", "C", "H", "C", "C", "H", "H", "C", "H", "C", "C", "C", "C", "H", "C", "H", "C", "H", "Si"], "xyz": [[-3.9841, -0.9468, 3.0113], [-0.8376, 0.2873, 3.9302], [8.3305, -7.1166, 5.4118], [3.0257, 3.2915, -3.2139], [-6.7414, -2.0674, 1.4539], [2.2838, 3.5138, 1.4826], [1.3734, 0.1508, -4.0541], [1.3018, -1.0787, 2.8747], [1.7423, 4.9768, -3.0110], [-1.6903, -4.3247, 0.3337], [-1.8575, 0.8493, -5.8536], [1.7564, 1.7229, 4.7662], [2.8539, -0.6221, -3.4996], [-3.1038, -0.5799, 4.4675], [3.9542, 2.1514, -0.5148], [-1.1561, 0.5805, -3.7517], [-5.3578, -1.5219, -0.5204], [3.5506, 0.3552, 3.0756], [7.8235, -7.2949, 3.3348], [-1.7458, 0.2376, -4.9736], [-2.0877, -2.8896, -3.0411], [-0.6824, -2.6293, 1.3903], [-3.1782, -0.6429, 1.8954], [8.5584, -8.0750, 3.1652], [1.3238, 2.7856, -2.0060], [3.1793, 3.9651, 1.9173], [3.1789, -3.4266, 0.5418], [-1.8060, -1.4483, -3.5439], [-5.2655, -1.4614, 2.8711], [3.5226, 1.1460, 2.3255], [3.5361, -3.4769, 1.9225], [6.6433, -5.3424, 5.8713], [-2.6440, -1.7616, -5.4533], [-3.0724, -0.5993, -0.2458], [-1.1464, 5.0104, -1.2827], [-1.7899, -5.1158, 1.0578], [-2.7332, 2.1518, -2.3737], [-1.4239, 3.3395, 1.1719], [5.2285, -5.2419, 1.6531], [4.6352, -3.7922, 4.4530], [-1.1599, -2.3654, -0.6290], [2.9829, -2.5746, 3.8439], [2.8079, -2.5940, 2.7727], [-1.4320, -3.6580, -3.7195], [7.1320, -7.2909, 1.2828], [-3.0421, 3.6350, -1.4590], [1.5633, -1.6872, 0.9281], [-1.1762, 2.2595, -0.4006], [-2.3537, 3.0594, 1.6766], [0.2603, 6.4907, -2.6278], [2.2225, -2.5454, 0.1148], [1.0762, 3.2690, 4.2314], [-1.7514, -3.1516, -1.5449], [-3.2807, -3.0920, -3.1881], [-1.7443, -0.0708, 3.4610], [0.1156, 3.2778, -1.4529], [-1.1170, -3.0623, 0.5048], [0.0434, 0.0432, -0.4694], [1.8526, 1.9314, 2.3327], [6.7540, -5.7532, 4.8737], [4.4425, 1.7095, -2.1527], [7.6950, -6.7561, 4.6110], [-3.6908, -0.8363, 0.6107], [-1.4615, 4.4084, 0.9446], [1.8648, -1.7548, 2.2331], [1.4470, 4.2101, 1.5491], [-2.1475, -1.0724, -4.7893], [-0.7003, 1.5127, -3.4547], [2.9167, 1.0181, -4.1679], [2.3713, 5.6204, -3.6177], [2.4477, 3.2995, 0.4269], [2.1008, 3.6587, -2.7773], [4.9856, -4.3711, 3.7160], [-2.0768, -4.3334, -0.9921], [-3.6519, 2.0788, -0.8726], [-5.7464, -1.6616, 1.5886], [1.9451, -2.4967, -0.9341], [-2.8089, 2.5696, -1.3688], [-1.9255, -0.1624, 2.2035], [-1.1999, -0.4454, -2.9038], [2.8417, 3.0584, 4.3125], [6.1004, -5.8476, 2.5039], [-5.8654, -1.7025, 3.7397], [0.5629, 5.4614, -2.4632], [-0.2243, 4.6139, -1.6996], [3.6966, 0.6914, 1.3501], [-2.5687, -5.0960, -1.5740], [3.8725, 1.3773, -1.2805], [4.3611, 0.4771, -0.8952], [1.8953, 2.5622, 4.0814], [5.9742, -5.3180, 3.8191], [7.0370, -6.8601, 2.2714], [-4.9638, -1.3481, 0.4728], [-0.6137, 3.1683, 1.8835], [4.5469, -4.3443, 2.3846], [4.3050, 1.8806, 2.5341], [2.3234, 0.3334, -3.5525], [3.6791, -4.0920, -0.1479], [2.0408, 0.9849, -1.7686]], "total_charge": -2, "spin_multiplicity": 2, "total_energy_ha": -3411.19321}


{"formula": "C4H6O2", "method": "the ωB97M-V functional and the def2-TZVPD basis", "elements": ["H", "H", "C", "H", "O", "C", "C", "H", "C", "H", "H", "O"], "xyz": [[-2.4444, -0.6219, -0.3767], [1.4149, -0.8427, 0.9795], [1.6381, 0.9681, -0.0296], [-0.9995, -0.3734, -1.4360], [-1.1470, 0.0980, 1.6822], [-0.6286, -0.2059, 0.6284], [-1.3732, -0.7963, -0.5004], [1.2226, 1.8840, -0.4405], [0.8702, 0.0915, 0.7884], [-1.1791, -1.8736, -0.5167], [2.6775, 0.7451, -0.2756], [0.6091, 0.7934, 2.0311]], "total_charge": 0, "spin_multiplicity": 1, "total_energy_ha": -306.30641}


{"formula": "C13H15IrPSe2", "method": "the ωB97M-V functional and the def2-TZVPD basis", "elements": ["C", "C", "P", "C", "H", "H", "H", "H", "H", "Se", "H", "C", "H", "C", "H", "C", "H", "C", "H", "C", "Ir", "C", "H", "H", "C", "H", "Se", "C", "C", "H", "C", "H"], "xyz": [[-0.2723, -0.3570, -5.0861], [-3.0650, -1.6152, 0.1909], [0.5083, 0.1151, -0.4271], [-1.0017, -0.7132, 1.8349], [4.4983, 0.3019, 2.4854], [3.6708, 2.2427, 3.8125], [-3.8895, -1.9759, -0.4367], [0.1387, 2.4299, 1.3300], [-1.7419, -1.0014, -1.4917], [1.5539, -1.4861, -1.5551], [-1.7106, -0.3091, -3.9689], [-1.9085, -1.0610, -0.3826], [3.1325, -0.5752, 0.5855], [2.7727, 0.2613, 1.1790], [0.7791, -0.1068, -4.6609], [-0.9203, -0.5806, 0.4236], [-0.1718, -0.3789, 2.4779], [1.8502, 2.4540, 2.6459], [1.5004, 3.3239, 3.2272], [3.5318, 0.7654, 2.2330], [-0.2261, -0.3551, -3.0680], [1.5336, 0.8333, 0.8830], [-1.8914, -0.3588, -3.1394], [-4.0701, -2.1565, 2.0265], [1.0790, 1.9515, 1.5979], [-2.2154, -1.3785, 3.4900], [-0.1083, 1.6696, -1.9006], [-2.1342, -1.2781, 2.4121], [3.0748, 1.8584, 2.9790], [-0.4226, -1.3046, -5.5989], [-3.1677, -1.7178, 1.5784], [-0.7066, 0.5028, -5.6769]], "total_charge": 2, "spin_multiplicity": 6, "total_energy_ha": -5752.06236}


{"formula": "C18H20N2O6S2", "method": "the ωB97M-V functional and the def2-TZVPD basis", "elements": ["N", "C", "C", "C", "H", "O", "S", "H", "H", "S", "C", "C", "O", "H", "H", "C", "H", "C", "H", "C", "O", "H", "H", "C", "H", "C", "H", "O", "C", "O", "C", "H", "H", "H", "H", "H", "H", "C", "C", "H", "C", "C", "C", "H", "H", "C", "N", "O"], "xyz": [[-0.3217, 1.7375, 0.6349], [-1.5950, -5.4025, 0.0669], [-0.7507, -3.5315, 1.2750], [3.0477, -1.5717, -2.2404], [1.3885, 0.5577, 0.6419], [0.1541, -1.4858, 2.6448], [-1.1845, 2.7651, -0.3822], [0.2346, 3.5785, -2.7375], [1.1228, 1.5374, -0.8246], [0.1603, -1.9943, 1.2991], [1.9933, 5.9316, -1.0466], [-0.8754, -4.2186, 0.0832], [-1.5123, 2.1407, -1.6377], [-2.5329, 0.0755, 0.2514], [-0.7891, 0.0835, -1.4515], [-2.1768, -5.8786, 1.2321], [-1.8793, 1.7015, 1.9673], [0.8803, -1.2306, -1.4626], [-1.7018, -5.9529, -0.8553], [-1.3254, -3.9927, 2.4436], [1.4411, -2.1609, 0.6691], [2.7523, 6.6851, -1.1956], [-0.4654, 0.7006, 2.4226], [-1.7708, -0.2276, 0.9760], [1.9974, 5.3108, -3.0969], [0.0595, 4.0170, -0.6674], [2.6603, -1.9521, -3.1875], [0.5165, -2.2708, -1.9476], [0.4716, 4.7807, 0.4074], [-2.2581, 3.3215, 0.3866], [0.6388, 0.9150, -0.0710], [-2.7365, -6.8022, 1.2148], [1.7774, 6.3527, 1.0427], [-0.4141, -3.8193, -0.8058], [-1.1949, -3.4215, 3.3492], [3.2593, -2.4097, -1.5745], [-2.4977, -5.5509, 3.3254], [1.5704, 5.1599, -2.1171], [-1.1193, 1.0101, 1.6030], [-2.2244, -0.8506, 1.7474], [-2.0442, -5.1771, 2.4200], [1.4457, 5.7457, 0.2142], [0.5951, 4.1935, -1.9278], [0.0182, 4.6108, 1.3703], [3.9381, -0.9690, -2.3983], [-0.0557, -0.2865, -0.7199], [-0.7898, -1.0404, 0.2821], [2.0922, -0.7148, -1.6228]], "total_charge": 0, "smiles": "COC(=O)[C@@H]1CN(S(=O)(=O)c2ccccc2)CCN1S(=O)(=O)c1ccccc1", "spin_multiplicity": 1, "total_energy_ha": -2055.22216}


{"formula": "C54H38N3O7P", "method": "the ωB97M-V functional and the def2-TZVPD basis", "elements": ["C", "H", "H", "C", "C", "C", "C", "H", "H", "O", "H", "H", "C", "C", "H", "C", "C", "H", "C", "C", "H", "H", "P", "H", "C", "H", "C", "C", "C", "H", "O", "C", "C", "C", "O", "H", "C", "C", "H", "C", "H", "C", "C", "N", "H", "C", "C", "O", "H", "C", "H", "H", "C", "H", "C", "H", "H", "H", "H", "H", "C", "C", "H", "H", "C", "H", "N", "C", "C", "N", "C", "H", "O", "C", "C", "C", "C", "C", "C", "C", "H", "C", "H", "C", "H", "H", "C", "C", "H", "H", "C", "H", "C", "C", "H", "O", "C", "C", "C", "O", "C", "C", "C"], "xyz": [[-8.5989, -3.0533, -3.2377], [3.2160, -1.2229, 0.7607], [-3.2000, 0.4519, 0.3277], [5.4635, -3.3472, 4.2404], [-7.5863, -0.8974, 2.8137], [-2.2357, 3.0969, 2.2076], [2.4322, 0.5109, -4.8003], [5.8338, 2.6983, -2.4215], [-8.1389, -3.4565, -5.2877], [-5.3716, -0.6178, -0.7213], [3.4769, 0.8175, 4.5128], [3.5056, 2.1979, -2.8436], [4.5077, -3.4607, 1.4740], [-7.8066, -2.9874, -4.3710], [-7.2171, -0.4989, 3.7494], [-8.5308, -1.9378, 0.4191], [-0.2598, 6.7627, 5.2361], [2.7346, 0.7505, 2.1620], [2.2061, -0.3007, -2.4245], [-1.1917, 0.8266, 0.9965], [0.6909, 1.4436, 1.8044], [2.4521, -0.0802, -5.7095], [-0.3496, 1.8924, -3.2294], [0.5295, 3.1675, -4.9631], [3.5424, -1.1950, 1.7909], [6.2757, -7.7287, 1.2823], [1.6284, -0.3130, -3.7591], [5.2321, -4.6137, 2.0836], [-1.9011, 5.1767, 3.6549], [1.6347, -1.3443, -4.1050], [5.8841, -3.2926, 5.3778], [6.5922, 1.4521, -3.9970], [8.0269, 1.8052, -3.7544], [-6.5864, -2.3202, -4.3330], [0.9629, 2.5350, -2.5051], [6.7783, -5.5664, 4.9441], [4.6869, -2.2219, 3.6518], [4.4047, -1.1116, 4.4372], [-5.8384, -0.3308, 1.7073], [0.0310, 3.6587, 3.1348], [8.6650, 0.9334, -3.6505], [5.5828, 2.0227, -3.2236], [6.1216, -6.8341, 1.8712], [-0.3776, 2.7776, -4.7190], [-5.2010, -1.2163, -3.1200], [-9.0423, -2.5274, -0.8505], [4.2504, 1.7269, -3.4697], [-10.1352, -3.0519, -0.8997], [-10.2803, -2.4941, 1.5191], [4.8787, 0.2686, -5.2375], [-5.9718, -2.2658, -5.2219], [1.9126, 1.4285, -5.0619], [-6.1519, -1.7302, -3.1587], [-0.1787, 0.0289, -4.8137], [-6.4383, -1.1943, -0.7529], [4.6416, -0.4124, -6.0407], [6.9880, 0.1307, -5.6109], [4.7412, -1.0847, 5.4643], [-0.7841, -0.0559, 0.5198], [5.0594, -5.8064, 0.3156], [6.4044, -5.6258, 3.9315], [0.1320, 0.1117, -3.7739], [1.4606, 3.1480, -3.0633], [-9.5500, -3.5669, -3.2620], [-9.3096, -2.0205, 1.5662], [8.1342, 2.4552, -2.8952], [2.6930, -0.0204, -1.4344], [5.4380, -5.7604, 1.3272], [-3.0675, 2.2497, 1.4848], [-1.3835, -1.4768, -2.4104], [-6.8108, -0.8026, 1.6712], [-4.1200, 2.4817, 1.3966], [4.1411, -3.5015, 0.3180], [-1.5996, 7.0960, 5.0661], [-2.8063, 4.3206, 2.8339], [4.2462, -2.2673, 2.3254], [-0.5524, 4.8507, 3.8131], [5.7072, -4.5507, 3.3946], [-7.2802, -1.3181, 0.4697], [-6.9380, -1.8042, -2.0160], [-9.4452, -1.5688, 3.6530], [-0.8769, 2.7956, 2.3333], [-0.7146, 2.2032, -5.4823], [-2.4182, 6.3051, 4.2780], [8.3924, 2.3673, -4.6139], [-3.4613, 6.5565, 4.1450], [-2.5482, 1.1134, 0.8856], [-8.8383, -1.5014, 2.7599], [7.1519, -7.6016, 3.5922], [-2.0052, 7.9732, 5.5528], [3.2736, -0.0882, 2.5785], [0.3761, 7.3780, 5.8588], [6.2114, 0.5702, -5.0003], [3.6974, -0.0482, 3.9021], [1.3047, 5.3833, 4.7341], [1.2131, 3.3982, 3.2416], [-0.3610, 1.6652, 1.7160], [6.6113, -6.7639, 3.1715], [-0.6835, -0.7720, -2.9800], [-3.9746, 4.6150, 2.6873], [3.8671, 0.8461, -4.4719], [-8.1705, -2.4593, -2.0576], [0.2633, 5.6453, 4.6086]], "total_charge": 0, "smiles": "Cc1ccc(C[C@@H](C#N)[C@@H](C#N)P(N)O)cc1.O=C1c2ccccc2C(=O)c2ccccc21.O=C1c2ccccc2C(=O)c2ccccc21.O=C1c2ccccc2C(=O)c2ccccc21", "spin_multiplicity": 1, "total_energy_ha": -3112.95696}